Entry 1:
ORCA calculation (ωB97M-V/def2-TZVPD) on a cluster of 35 separate species, H70O35 in total in a non-equilibrium geometry.

* HOMO: -8.53 eV
* total charge: 0
* energy relative to the best compared isomer or geometry (same formula, charge and spin): 4.344 eV

Last column: Mulliken charge in e.
Cartesian coordinates (Å):
O1 16.66219 -12.52422 -11.93308  -0.762
H1 16.54009 -13.39024 -12.32212  0.289
H2 16.11109 -11.94488 -12.45928  0.308
O2 14.04655 -13.76815 -5.86322  -0.646
H3 14.42079 -13.40260 -5.06163  0.293
H4 13.92987 -14.69857 -5.67103  0.270
O3 8.93065 -16.76222 -11.55097  -0.681
H5 8.62764 -17.55855 -11.98718  0.256
H6 9.69445 -16.48672 -12.05787  0.416
O4 16.21703 -17.14858 -10.39558  -0.629
H7 16.67134 -16.38395 -10.74938  0.288
H8 15.82036 -16.83692 -9.58211  0.383
O5 13.75962 -9.14359 -5.29352  -0.619
H9 13.46827 -8.23789 -5.39865  0.307
H10 13.78389 -9.49283 -6.18441  0.312
O6 15.52286 -16.71464 -7.88614  -0.540
H11 15.26790 -17.59296 -7.60368  0.204
H12 16.13119 -16.41276 -7.21158  0.212
O7 12.68655 -18.71357 -12.04358  -0.580
H13 12.98067 -18.01761 -11.45589  0.282
H14 13.44531 -19.29052 -12.13095  0.275
O8 13.13584 -15.94563 -12.79705  -0.472
H15 13.54342 -15.92986 -11.93110  0.263
H16 13.67390 -15.35690 -13.32631  0.221
O9 18.87612 -9.96282 -10.23134  -0.677
H17 18.33369 -10.43320 -9.59830  0.268
H18 19.71609 -9.84577 -9.78750  0.307
O10 12.38449 -11.67089 -6.51658  -0.629
H19 12.14153 -11.41095 -5.62796  0.273
H20 12.92804 -12.44990 -6.39860  0.363
O11 10.80431 -16.97954 -9.42341  -0.681
H21 10.62966 -16.77320 -10.34164  0.215
H22 11.67639 -16.62105 -9.25854  0.447
O12 13.34543 -15.99659 -9.12709  -0.485
H23 13.55680 -15.09752 -9.37853  0.352
H24 14.10092 -16.28675 -8.61594  0.412
O13 7.88141 -14.72580 -9.98159  -0.660
H25 8.33465 -15.44850 -10.41575  0.427
H26 8.36212 -13.94368 -10.25257  0.395
O14 14.97142 -10.42251 -13.63002  -0.528
H27 14.52660 -10.55481 -14.46720  0.241
H28 15.49093 -9.62866 -13.75712  0.190
O15 16.64091 -8.91709 -7.55908  -0.571
H29 17.29688 -8.52493 -6.98277  0.276
H30 17.08192 -9.67423 -7.94443  0.335
O16 12.68530 -8.32509 -9.30530  -0.621
H31 12.97447 -7.75140 -10.01487  0.216
H32 13.12218 -7.98172 -8.52590  0.220
O17 11.69306 -10.90400 -9.20012  0.296
H33 11.79947 -11.24998 -8.31400  0.123
H34 12.08713 -10.03233 -9.16633  -0.003
O18 14.26810 -7.37877 -11.39946  -0.607
H35 14.41337 -7.19775 -12.32809  0.256
H36 15.00801 -7.92955 -11.14371  0.420
O19 11.66316 -12.53412 -14.23156  -0.698
H37 11.51449 -11.99824 -13.45248  0.290
H38 11.05117 -13.26451 -14.14081  0.305
O20 9.45962 -11.03815 -13.06508  -0.687
H39 10.05825 -10.31724 -12.86973  0.335
H40 8.59417 -10.70075 -12.83400  0.291
O21 16.57128 -8.83053 -11.28120  -0.591
H41 17.24560 -9.40303 -10.91544  0.171
H42 16.75668 -7.97029 -10.90459  0.335
O22 10.56156 -16.24034 -13.49665  -0.683
H43 11.37731 -15.79611 -13.26549  0.364
H44 10.84106 -17.02738 -13.96427  0.305
O23 9.08801 -12.62309 -7.21008  -0.558
H45 10.04219 -12.56731 -7.15841  0.275
H46 8.86419 -13.39469 -6.68972  0.297
O24 17.93780 -11.52180 -7.88545  -0.717
H47 17.82530 -11.43680 -6.93870  0.304
H48 17.32928 -12.21615 -8.13805  0.405
O25 18.74265 -12.15765 -13.43913  -0.647
H49 19.07124 -11.28291 -13.23156  0.287
H50 18.05829 -12.31740 -12.78925  0.477
O26 9.70555 -12.70187 -10.78710  -0.494
H51 9.59234 -12.29974 -11.64833  0.297
H52 10.29874 -12.11141 -10.32264  -0.011
O27 14.54524 -13.51018 -14.05621  -0.598
H53 14.51730 -14.09594 -14.81274  0.245
H54 13.67417 -13.11445 -14.02681  0.338
O28 13.60918 -13.39640 -9.89258  -0.136
H55 13.96212 -12.50861 -9.95175  0.096
H56 12.66135 -13.28304 -9.96333  0.074
O29 11.07061 -8.79068 -11.84262  -0.670
H57 11.75499 -9.45811 -11.79384  0.330
H58 11.20346 -8.25320 -11.06178  0.315
O30 8.62837 -9.85897 -9.40046  -0.647
H59 9.47195 -10.29366 -9.52554  0.244
H60 8.85224 -8.94229 -9.23978  0.302
O31 9.74864 -16.63236 -6.90711  -0.629
H61 9.03805 -17.22934 -6.67281  0.312
H62 9.92166 -16.81591 -7.83048  0.458
O32 12.75614 -10.84779 -12.12379  -0.099
H63 12.93347 -11.31765 -11.30892  0.042
H64 13.62071 -10.69137 -12.50365  0.066
O33 16.15705 -14.02440 -8.06524  -0.290
H65 15.28159 -14.04992 -8.45143  -0.080
H66 16.00192 -13.97700 -7.12188  0.265
O34 18.64426 -15.62163 -8.18225  -0.613
H67 19.51468 -15.23277 -8.09622  0.277
H68 18.07003 -14.88260 -8.38305  0.306
O35 14.72230 -11.06458 -10.15352  0.674
H69 14.75840 -10.25855 -9.63850  -0.078
H70 15.39970 -10.95365 -10.82064  -0.379

***

Entry 2:
ORCA calculation (ωB97M-V/def2-TZVPD) on a cluster of 2 separate species, H7N3O3 in total in a non-equilibrium geometry.

* HOMO: -9.02 eV
* total charge: 0
* SMILES: NONO.NO

Last column: natural (NBO) charge in e.
Cartesian coordinates (Å):
N1 -1.13793 0.43189 -1.34835  -0.039
N2 1.07010 1.52844 -1.28835  -0.511
O1 0.00013 1.15433 -0.44816  -0.397
O2 -1.73112 -0.51595 -0.59522  -0.582
H1 -0.90393 -1.12523 -0.22345  0.493
H2 -1.82442 1.19179 -1.42161  0.328
H3 1.89110 0.99906 -1.00017  0.343
H4 1.22901 2.52132 -1.13101  0.347
N3 0.34698 -1.27593 2.01806  -0.520
O3 0.42390 -1.18506 0.58397  -0.640
H5 0.43720 -0.16543 0.36655  0.501
H6 -0.63905 -1.42168 2.24044  0.334
H7 0.83803 -2.13754 2.24732  0.343

***

Entry 3:
ORCA calculation (ωB97M-V/def2-TZVPD) on an isolated molecule of H7N4OP in a non-equilibrium geometry.

* HOMO: -9.12 eV
* total charge: 0
* energy relative to the best compared isomer or geometry (same formula, charge and spin): 2.611 eV
* SMILES: NNP(O)NN

Last column: natural (NBO) charge in e.
Cartesian coordinates (Å):
N1 1.02283 -1.94215 0.41027  -0.648
N2 -0.09846 2.10327 0.08132  -0.681
N3 0.28665 -1.63573 -0.71358  -0.778
N4 0.31876 0.93820 -0.44877  -0.792
O1 -1.81392 -0.04664 0.39175  -1.000
P1 -0.71916 -0.33202 -1.10599  1.306
H1 1.84089 -1.29965 0.48987  0.357
H2 0.45936 -1.74673 1.33311  0.339
H3 -0.96691 2.53189 -0.28596  0.350
H4 -0.11067 2.27694 1.10536  0.352
H5 -0.14759 -2.45005 -1.06544  0.374
H6 1.11985 1.08156 -1.08861  0.363
H7 -1.19163 0.52113 0.89667  0.458